# 1
The following is a DFT calculation (wB97M-V/def2-TZVPD) of a cluster of 2 separate species, C26H50F9N3OS in total in a non-equilibrium geometry.

Geometry (Å):
C (4.4519, -2.6952, -1.1779)
N (3.3789, -2.6708, -2.2063)
C (3.5876, -1.6231, -3.2428)
C (2.8453, -0.2176, -2.8944)
C (1.4079, -0.6554, -2.3085)
C (0.3097, 0.4929, -2.3594)
C (-0.7596, 0.3800, -3.5281)
F (-0.2687, -0.5619, -4.4857)
F (-0.7593, 1.6087, -4.2214)
C (-2.1922, -0.1566, -3.1142)
F (-2.7453, -0.8085, -4.2342)
F (-2.0195, -1.1763, -2.1417)
S (-3.4259, 1.0797, -2.4691)
F (-3.4254, 0.2836, -0.9864)
F (-2.2951, 2.1177, -1.8728)
F (-3.5816, 1.8661, -3.9040)
F (-4.6545, 0.0368, -2.9416)
F (-4.5937, 2.0746, -1.8506)
C (2.7713, 0.5842, -4.2751)
C (3.6406, 1.9325, -4.2540)
C (3.1086, 2.8008, -5.5153)
C (5.2047, 1.6801, -4.5825)
N (3.4152, 2.7806, -3.0558)
O (2.2778, 3.4205, -3.0781)
C (3.6909, 2.0966, -1.7683)
C (5.1552, 2.6199, -1.2840)
C (2.6962, 2.4958, -0.5742)
C (3.7833, 0.5069, -1.8231)
H (4.1153, -2.0613, -0.2878)
H (5.4618, -2.3116, -1.5285)
H (4.6350, -3.7529, -0.7788)
H (3.4102, -3.5781, -2.6860)
H (3.2548, -2.0383, -4.2478)
H (4.7166, -1.4164, -3.3422)
H (1.0615, -1.6643, -2.7155)
H (1.6055, -0.8577, -1.1954)
H (-0.2806, 0.4270, -1.3765)
H (0.7411, 1.5390, -2.3885)
H (1.7340, 0.8747, -4.6163)
H (3.2289, -0.0655, -5.1022)
H (3.4553, 2.3523, -6.5089)
H (3.3833, 3.8991, -5.4122)
H (1.9657, 2.7679, -5.5504)
H (5.6465, 2.7336, -4.6950)
H (5.7350, 1.2198, -3.6935)
H (5.3539, 1.1290, -5.5577)
H (5.7657, 3.0478, -2.1403)
H (5.7112, 1.8175, -0.7067)
H (4.9553, 3.4781, -0.5600)
H (3.2920, 2.3012, 0.3883)
H (1.7746, 1.8432, -0.5039)
H (2.4630, 3.6140, -0.5477)
H (4.8804, 0.2183, -1.9749)
H (3.5144, 0.1119, -0.7835)
C (-1.3004, -1.1370, 1.3689)
C (-2.4333, -2.1046, 1.6852)
C (-3.7265, -1.4420, 2.1722)
C (-3.6476, -0.5360, 3.3960)
N (-3.3895, -1.1883, 4.7659)
C (-4.4334, -0.7027, 5.7829)
C (-5.6557, -1.5461, 5.4916)
C (-5.0952, -2.9216, 5.1800)
C (-3.6306, -2.7094, 4.8167)
C (-1.9723, -0.8776, 5.2619)
C (-1.7459, 0.5237, 5.8360)
C (-1.7908, 1.6975, 4.8654)
H (-0.9489, -0.6165, 2.2629)
H (-0.4507, -1.6866, 0.9575)
H (-1.6091, -0.3904, 0.6325)
H (-2.0639, -2.8427, 2.4024)
H (-2.6704, -2.6616, 0.7732)
H (-4.5056, -2.1994, 2.3083)
H (-4.0886, -0.8149, 1.3485)
H (-4.5879, 0.0136, 3.4769)
H (-2.8747, 0.2074, 3.2256)
H (-4.0442, -0.9183, 6.7811)
H (-4.5973, 0.3677, 5.6604)
H (-6.1989, -1.1589, 4.6256)
H (-6.3517, -1.5656, 6.3308)
H (-5.6463, -3.4023, 4.3698)
H (-5.1656, -3.5813, 6.0478)
H (-3.3466, -3.1871, 3.8874)
H (-2.9976, -3.1226, 5.6041)
H (-1.2879, -1.0994, 4.4407)
H (-1.7619, -1.5858, 6.0665)
H (-0.7460, 0.5169, 6.2823)
H (-2.4285, 0.7198, 6.6668)
H (-1.1617, 1.5172, 3.9898)
H (-1.4187, 2.5990, 5.3567)
H (-2.8108, 1.9148, 4.5412)

- multiplicity = 2
- highest occupied orbital energy (spin up / spin down) (eV) = -10.060 / -10.838
- total energy (Ha) = -2556.6806
- net charge = +1
- LUMO level (spin up / spin down) (eV) = -2.8 / -2.8
- frontier orbital gap (spin up / spin down) (eV) = 7.30 / 8.07
- expectation value of S² = 0.7544



# 2
The following is a DFT calculation (wB97M-V/def2-TZVPD) of a cluster of 6 separate species, C26H50NO17P2S in total in a non-equilibrium geometry.

Geometry (Å):
C (1.3987, -0.7603, -4.7647)
C (1.8201, -1.9252, -3.6899)
P (0.7554, -1.9862, -2.1046)
C (-1.1248, -1.9141, -2.6097)
S (1.0524, -0.2576, -0.8496)
C (2.5718, 0.7281, -1.3445)
C (3.9422, -0.1548, -1.5184)
C (5.1185, 0.4975, -2.4965)
C (6.5504, -0.2224, -2.8459)
C (6.8642, -1.7011, -2.1865)
C (8.2836, -2.4148, -2.5910)
C (5.7071, -2.3656, -1.2026)
C (4.2581, -1.6182, -0.8502)
P (-0.5891, 1.1610, -1.1232)
N (-0.8257, 1.5580, -2.6755)
O (-2.1161, 0.5355, -0.4989)
O (-0.1165, 2.6572, -0.2929)
H (2.0625, 0.2257, -4.6954)
H (0.2357, -0.5199, -4.7861)
H (1.6391, -1.2062, -5.8457)
H (1.6471, -2.9668, -4.2468)
H (2.9779, -1.8523, -3.5113)
H (-1.3815, -2.9951, -3.0346)
H (-1.3422, -1.0483, -3.3669)
H (-1.7673, -1.7989, -1.6255)
H (2.3483, 1.4049, -2.2975)
H (2.7661, 1.4997, -0.4548)
H (4.8923, 1.5499, -3.0090)
H (7.2754, 0.3438, -3.5817)
H (8.0668, -3.0570, -3.5733)
H (8.6912, -3.1413, -1.7454)
H (9.1511, -1.6632, -2.8692)
H (5.9515, -3.4230, -0.7447)
H (3.4259, -2.0996, -0.1783)
H (-0.1525, 1.0199, -3.2653)
H (-1.8199, -0.1051, 0.2257)
H (0.3039, 2.4055, 0.5886)
C (1.0117, -2.1060, -10.8488)
O (0.2768, -0.8974, -11.0326)
C (0.3798, -0.0194, -10.0032)
O (1.0267, -0.1853, -8.9810)
O (-0.3616, 1.0754, -10.3082)
C (-0.3469, 2.0916, -9.3075)
H (0.8574, -2.7329, -11.7312)
H (2.0824, -1.8967, -10.7581)
H (0.6466, -2.6501, -9.9718)
H (0.6696, 2.4687, -9.1553)
H (-0.7663, 1.7152, -8.3688)
H (-0.9717, 2.9184, -9.6563)
C (8.3147, 0.2924, 0.2039)
O (9.7018, 0.4145, -0.1049)
C (10.2351, 1.6265, 0.1912)
O (9.6378, 2.5729, 0.6798)
O (11.5482, 1.6034, -0.1504)
C (12.2431, 2.8220, 0.1069)
H (7.9941, -0.7155, -0.0735)
H (8.1451, 0.4243, 1.2774)
H (7.7259, 1.0121, -0.3738)
H (12.2306, 3.0551, 1.1765)
H (11.8113, 3.6429, -0.4747)
H (13.2831, 2.6901, -0.2041)
C (-4.7382, -5.2628, 2.5062)
O (-5.4008, -4.0098, 2.6652)
C (-4.6764, -2.9390, 2.2534)
O (-3.5516, -2.9734, 1.7795)
O (-5.4202, -1.8230, 2.4602)
C (-4.7794, -0.6100, 2.0702)
H (-5.4083, -6.0478, 2.8671)
H (-4.5216, -5.4537, 1.4502)
H (-3.8205, -5.2926, 3.1025)
H (-4.5646, -0.6149, 0.9966)
H (-3.8634, -0.4538, 2.6490)
H (-5.4640, 0.2165, 2.2800)
C (-8.0508, -0.7832, 4.2830)
O (-8.7856, 0.4253, 4.0992)
C (-8.6826, 1.3034, 5.1285)
O (-8.0357, 1.1374, 6.1507)
O (-9.4241, 2.3982, 4.8235)
C (-9.4093, 3.4143, 5.8242)
H (-8.2051, -1.4102, 3.4006)
H (-6.9800, -0.5740, 4.3736)
H (-8.4159, -1.3274, 5.1600)
H (-8.3929, 3.7914, 5.9765)
H (-9.8287, 3.0380, 6.7629)
H (-10.0342, 4.2412, 5.4755)
C (-5.8971, 0.4982, 8.0057)
O (-4.9359, 1.3230, 8.6615)
C (-5.4617, 2.1671, 9.5847)
O (-6.6432, 2.2638, 9.8775)
O (-4.4452, 2.8852, 10.1256)
C (-4.8531, 3.8220, 11.1207)
H (-5.3664, -0.1355, 7.2899)
H (-6.4066, -0.1490, 8.7268)
H (-6.6189, 1.1098, 7.4548)
H (-5.3209, 3.3076, 11.9664)
H (-5.5333, 4.5665, 10.6944)
H (-3.9608, 4.3393, 11.4838)

- highest occupied orbital energy (eV) = -11.459
- total energy (Ha) = -3434.8055
- net charge = +1
- LUMO level (eV) = -4.2
- frontier orbital gap (eV) = 7.22



# 3
The following is a DFT calculation (wB97M-V/def2-TZVPD) of a structure of composition C26H51BeCl3N2O3PSi in a non-equilibrium geometry.

Geometry (Å):
C (-2.3578, -1.8498, -4.9536)
C (-1.4299, -2.2022, -3.8652)
H (-1.9662, -2.1979, -5.9262)
H (-2.5086, -0.7592, -5.0754)
H (-3.3316, -2.3657, -4.8275)
C (-0.8775, -3.4252, -3.7894)
C (-0.9865, -4.4929, -4.7783)
H (-0.3686, -3.6776, -2.8588)
H (-0.6268, -4.1891, -5.7553)
H (-2.0062, -4.8460, -4.9127)
H (-0.3175, -5.2742, -4.4320)
Be (1.3508, -0.9445, -4.3990)
Cl (-0.9770, 0.1480, 1.9130)
Cl (-1.4168, 1.2205, -0.7184)
H (0.4609, 6.0906, 3.4699)
H (-1.2162, 5.5341, 1.5545)
C (1.2394, 5.7074, 2.8162)
C (-0.3364, 5.1479, 1.0037)
N (0.6838, 4.6814, 1.9587)
H (2.0709, 5.2927, 3.3777)
C (0.9159, 3.3700, 2.1833)
O (1.5246, 2.9209, 3.1764)
H (-0.6506, 4.3271, 0.3293)
H (0.4560, 2.7103, 1.3947)
H (1.5668, 6.5115, 2.1710)
H (0.0884, 5.9801, 0.4263)
H (3.4228, -2.5803, -5.0951)
H (2.8540, -3.7212, -1.9823)
C (4.1516, -2.2682, -4.3269)
C (3.7112, -3.0606, -2.0113)
N (3.5537, -2.0706, -3.0411)
H (4.6315, -1.3622, -4.7256)
C (2.8862, -0.9756, -2.7368)
O (2.4885, -0.1249, -3.6369)
H (3.7678, -2.5882, -1.0360)
H (2.7078, -0.7050, -1.6994)
H (4.8772, -3.0794, -4.2361)
H (4.5931, -3.6316, -2.2145)
O (-0.5324, 0.0582, -3.1465)
C (-1.3167, -1.1633, -2.7647)
C (0.2579, -2.1757, -1.0323)
C (-1.0010, -1.7523, -1.4083)
H (1.1169, -1.7856, -1.5774)
C (0.4670, -3.0953, -0.0069)
H (-2.3078, -0.7275, -2.6176)
C (-2.0884, -2.1210, -0.5901)
H (1.4851, -3.4742, 0.2124)
C (-0.6427, -3.5209, 0.7353)
C (-1.9198, -2.9888, 0.4826)
H (-3.1048, -1.7688, -0.7626)
H (-0.5137, -4.2783, 1.5286)
H (-2.7671, -3.2273, 1.1724)
Si (-0.8280, 1.6292, -2.8922)
Cl (1.0371, -2.2208, -5.6576)
C (0.6343, 2.6583, -2.1934)
C (-2.4765, 2.7268, -2.7780)
C (-0.8981, 1.7010, -4.8423)
H (1.2654, 1.9803, -1.6393)
H (0.3935, 3.4785, -1.5254)
H (1.2592, 3.0544, -2.9960)
H (0.0736, 1.4066, -5.2748)
H (-1.1671, 2.6798, -5.2369)
H (-1.6023, 0.9793, -5.2876)
H (-3.4281, 2.2053, -2.6761)
H (-2.6913, 3.2740, -3.6951)
H (-2.4810, 3.5063, -1.9894)
C (2.1897, -0.4862, 2.4625)
C (1.1953, -1.4775, 3.1302)
P (-0.3730, -0.7763, 3.6218)
C (-1.6701, -1.9665, 3.9095)
C (-2.4251, -1.7892, 5.2376)
C (-0.2151, 0.6076, 4.7510)
C (0.4481, 0.2397, 6.0643)
H (1.8962, -0.2519, 1.4264)
H (3.1948, -0.9471, 2.4173)
H (2.2705, 0.4651, 3.0179)
H (0.9985, -2.3130, 2.4356)
H (1.6637, -1.8994, 4.0332)
H (-2.3826, -1.8981, 3.0715)
H (-1.2294, -2.9778, 3.8584)
H (-2.8434, -0.7798, 5.3307)
H (-3.2721, -2.4863, 5.2940)
H (-1.7765, -1.9782, 6.1011)
H (0.3581, 1.4052, 4.2451)
H (-1.2309, 0.9938, 4.9158)
H (1.4593, -0.1580, 5.9194)
H (0.5406, 1.1438, 6.6752)
H (-0.1370, -0.4872, 6.6378)

- highest occupied orbital energy (spin up / spin down) (eV) = -0.897 / -2.118
- total energy (Ha) = -3382.7274
- net charge = -1
- LUMO level (spin up / spin down) (eV) = 2.6 / 2.6
- frontier orbital gap (spin up / spin down) (eV) = 3.47 / 4.70



# 4
The following is a DFT calculation (wB97M-V/def2-TZVPD) of a structure of composition C26H51Cl3MoO2P2Si2 in a non-equilibrium geometry.

Geometry (Å):
Mo (-0.4072, -0.0160, 0.0579)
C (-2.2432, -1.0602, 0.7532)
C (-2.0642, 0.1160, 1.5416)
C (-2.1599, 1.2294, 0.6050)
Si (-1.6695, -0.1014, 3.3539)
C (-2.3594, 0.7155, -0.7054)
C (-2.3986, -0.7444, -0.6288)
Si (-2.4488, -2.1623, -1.8345)
H (-2.2525, -2.0700, 1.1525)
H (-2.0952, 2.2798, 0.8791)
H (-2.4729, 1.2908, -1.6130)
Cl (3.3657, 2.3011, -1.3773)
C (-2.9573, -3.7504, -1.0142)
C (-3.6275, -1.7323, -3.2120)
C (-2.1685, -1.7807, 3.9722)
C (-2.5034, 1.2557, 4.3174)
H (-4.6440, -1.8998, -2.8248)
H (-3.4588, -2.4130, -4.0586)
H (-3.5543, -0.6952, -3.5596)
H (-2.2083, -4.0959, -0.2899)
H (-3.0754, -4.5100, -1.7978)
H (-3.9186, -3.6243, -0.4992)
H (-3.5676, 0.9881, 4.3994)
H (-2.4266, 2.2472, 3.8554)
H (-2.0705, 1.2909, 5.3275)
H (-3.2252, -1.9763, 3.7490)
H (-2.0284, -1.7960, 5.0606)
H (-1.5505, -2.5662, 3.5132)
C (-0.6659, -2.3966, -2.4262)
C (0.2164, -0.0331, 3.5091)
P (0.2052, -0.7931, -2.4459)
H (-0.6966, -2.9119, -3.4002)
H (-0.1360, -3.0471, -1.7043)
P (0.8888, 1.0088, 2.1750)
H (0.5876, -1.0645, 3.3683)
H (0.4725, 0.2986, 4.5293)
C (2.7256, 0.9924, 2.4622)
C (0.3342, 2.7522, 2.6915)
C (-0.6731, 0.1756, -3.8272)
C (1.8689, -1.1703, -3.1890)
C (2.9262, -1.2114, -2.0838)
H (2.0903, -0.3166, -3.8531)
C (1.8865, -2.4634, -3.9985)
H (1.6590, -3.3261, -3.3596)
H (2.8931, -2.6078, -4.4115)
H (1.1850, -2.4554, -4.8401)
H (3.1194, -0.2105, -1.6833)
H (3.8711, -1.5917, -2.4968)
H (2.6157, -1.8755, -1.2610)
H (-1.7140, 0.2475, -3.4733)
C (-0.6543, -0.5641, -5.1644)
C (-0.1202, 1.5972, -3.9811)
H (-1.1052, -1.5642, -5.1167)
H (0.3679, -0.6523, -5.5575)
H (-1.2357, 0.0148, -5.8971)
H (-0.3718, 2.2367, -3.1271)
H (-0.5627, 2.0622, -4.8746)
H (0.9704, 1.6008, -4.1160)
H (-0.7656, 2.6853, 2.6694)
C (0.7663, 3.8326, 1.6949)
C (0.7808, 3.1142, 4.1073)
H (0.4396, 2.4034, 4.8704)
H (0.3568, 4.0941, 4.3714)
H (1.8739, 3.2055, 4.1676)
H (0.2390, 3.7523, 0.7376)
H (1.8487, 3.8077, 1.5080)
H (0.5271, 4.8226, 2.1106)
C (3.3857, 0.0162, 1.4752)
C (3.1011, 0.6522, 3.9012)
H (3.0664, 2.0163, 2.2246)
H (2.8027, -0.3757, 4.1490)
H (2.6546, 1.3312, 4.6358)
H (4.1910, 0.7224, 4.0117)
H (2.8975, -0.9693, 1.4706)
H (4.4395, -0.1229, 1.7520)
H (3.3644, 0.4152, 0.4561)
C (1.6216, 2.3416, -1.1804)
H (1.2523, 3.3136, -1.5201)
H (1.4035, 2.1744, -0.1143)
H (1.1886, 1.5173, -1.7645)
Cl (1.7718, -4.0625, 3.6284)
C (1.2976, -4.5329, 1.9715)
Cl (-0.1975, -5.4952, 1.9241)
C (1.0548, -3.2214, 1.1543)
O (1.8845, -3.0365, 0.2375)
O (0.0630, -2.5368, 1.5335)
H (2.1052, -5.1054, 1.4990)

- multiplicity = 3
- highest occupied orbital energy (spin up / spin down) (eV) = -7.044 / -6.958
- total energy (Ha) = -3882.3077
- LUMO level (spin up / spin down) (eV) = 0.5 / 0.0
- frontier orbital gap (spin up / spin down) (eV) = 7.51 / 6.91
- expectation value of S² = 2.0135



# 5
The following is a DFT calculation (wB97M-V/def2-TZVPD) of a structure of composition C26H52BBrIN3O6.

Geometry (Å):
C (-3.0965, -0.1927, -0.5888)
C (-2.6337, -1.5991, -0.1638)
C (-1.2412, -1.6082, 0.4997)
Br (-1.5859, -1.3065, 2.4117)
C (-0.3493, -2.8678, 0.2927)
C (0.7385, -3.1345, 1.3541)
C (1.9814, -2.2295, 1.3263)
C (1.8384, -0.7736, 1.7803)
C (1.9420, -0.5706, 3.2973)
C (2.3735, 0.8480, 3.6780)
C (1.6746, 1.9521, 2.8919)
C (2.0275, 3.3684, 3.3976)
C (2.8533, 4.1832, 2.3869)
C (2.0063, 5.0378, 1.4216)
C (2.3518, 6.5432, 1.3892)
C (3.0100, 7.0313, 0.0810)
C (2.4073, 8.3162, -0.5128)
O (3.2881, 9.4259, -0.4279)
C (4.1171, 9.5505, -1.5570)
C (0.3864, -2.9454, -1.0996)
C (0.6358, -1.6954, -1.9542)
C (-0.5418, -1.1550, -2.7743)
N (-0.3150, -4.0133, -1.8694)
I (0.8984, -5.6443, -2.2416)
C (-1.3721, -4.4336, -1.0630)
N (-2.3593, -5.1093, -1.6106)
B (-2.4377, -5.4529, -3.0942)
C (-2.7011, -4.3242, -4.1279)
O (-2.3438, -6.7808, -3.3660)
N (-1.3134, -4.0156, 0.2069)
C (-1.5562, -4.9155, 1.3523)
C (-2.9177, -5.5962, 1.3476)
C (-4.0934, -4.6091, 1.3232)
O (-4.9175, -4.7231, 0.1682)
H (-4.0164, 0.0777, -0.0695)
H (-3.3086, -0.1422, -1.6516)
H (-2.3665, 0.5840, -0.3639)
H (-2.6576, -2.2573, -1.0303)
H (-3.3495, -1.9479, 0.5784)
H (-0.7038, -0.7184, 0.1810)
H (0.3247, -3.1520, 2.3606)
H (1.0905, -4.1537, 1.1506)
H (2.7128, -2.7006, 1.9909)
H (2.4426, -2.2471, 0.3358)
H (0.9197, -0.3153, 1.4152)
H (2.6522, -0.2030, 1.3185)
H (2.6795, -1.2893, 3.6681)
H (0.9786, -0.7818, 3.7668)
H (3.4626, 0.9413, 3.5958)
H (2.1406, 1.0155, 4.7354)
H (1.9421, 1.9081, 1.8311)
H (0.5916, 1.7941, 2.9292)
H (1.0908, 3.9078, 3.5562)
H (2.5706, 3.2961, 4.3421)
H (3.5574, 4.8206, 2.9288)
H (3.4725, 3.4952, 1.8012)
H (0.9512, 4.9293, 1.6866)
H (2.0917, 4.6465, 0.4051)
H (3.0391, 6.7548, 2.2122)
H (1.4544, 7.1351, 1.5803)
H (2.9950, 6.2381, -0.6697)
H (4.0630, 7.2629, 0.2652)
H (1.4964, 8.5997, 0.0189)
H (2.1229, 8.1597, -1.5602)
H (4.7124, 8.6459, -1.7329)
H (3.5327, 9.7609, -2.4604)
H (4.8010, 10.3792, -1.3777)
H (1.3910, -3.3175, -0.9000)
H (1.0118, -0.9383, -1.2582)
H (1.4635, -1.9356, -2.6240)
H (-0.7977, -0.1315, -2.5084)
H (-1.4182, -1.7932, -2.7141)
H (-0.2850, -1.0901, -3.8294)
H (-3.1249, -5.3955, -1.0112)
H (-3.3026, -3.5099, -3.7207)
H (-3.1724, -4.7110, -5.0322)
H (-1.7471, -3.8731, -4.4256)
H (-1.8231, -6.9821, -4.1495)
H (-0.7699, -5.6761, 1.3713)
H (-1.4746, -4.3261, 2.2629)
H (-2.9860, -6.3325, 0.5441)
H (-2.9824, -6.1901, 2.2623)
H (-3.7282, -3.5862, 1.4172)
H (-4.7302, -4.7980, 2.1870)
H (-4.6202, -4.0898, -0.4957)
C (-2.2101, 1.5969, -3.7154)
O (-1.8390, 0.7749, -4.5846)
O (-3.6164, 1.8210, -3.6867)
O (-1.5604, 2.1994, -2.8567)
H (-3.9194, 1.2800, -4.4254)

- highest occupied orbital energy (eV) = -6.814
- total energy (Ha) = -4534.1228
- LUMO level (eV) = -2.3
- frontier orbital gap (eV) = 4.48



Question: Which value of total energy does entry 4 give?
Answer: -3882.3077 Ha



Question: total energy of number 3 (C26H51BeCl3N2O3PSi)?
Answer: -3382.7274 Ha